# C4H8OS

C4H8OS in the gas phase (wB97M-V/def2-TZVPD, the OMol25 dataset).

The geometry in XYZ format:
```
14
Properties=species:S:1:pos:R:3
C 0.165 1.820 -0.100
C 0.275 0.294 -0.303
C -0.734 -0.370 0.490
C -1.604 -1.028 -0.340
H 0.065 2.066 1.105
H 1.401 1.964 -0.405
H -0.818 2.078 -0.728
H -0.154 -0.064 -1.342
H 1.621 -0.623 1.365
H -0.353 -0.358 1.505
H -1.801 -2.087 0.073
H -1.299 -1.025 -1.498
O -2.145 0.235 0.218
S 1.868 -0.508 -0.019
```

Properties
LUMO = 0.735 eV
spin multiplicity = 1
energy above the lowest of the compared OMol25 structures with the same formula, charge and spin = 5.0450 eV
M = 104.17 g mol⁻¹
E_tot = -630.44952 Ha
structure (SMILES) = C[C@@H](S)[C@@H]1CO1